1 | Here is a structure of composition C3H6N2S3 from OMol25. Energies are from ωB97M-V with the def2-TZVPD basis set.

Geometry as ORCA input:
```
! wB97M-V def2-TZVPD RIJCOSX def2/J DEFGRID3
* xyz 0 1
S -1.49097 1.55470 0.42502
S -1.83523 -2.36303 -1.28169
S 0.69715 3.01048 0.73433
N -1.32333 -0.90351 -0.54922
N 1.86639 -0.21737 -0.33379
C 1.19477 0.19307 0.82032
C 0.21222 1.40552 0.79450
C -2.08041 0.01219 -0.23241
H 0.79753 -0.82795 1.41610
H 2.39098 0.54733 -0.77310
H 2.05205 0.58686 1.44423
H -3.30298 0.23759 -0.39730
H 1.18199 -0.49053 -0.97251
H -0.36014 -2.74536 -1.09447
*
```

=====

2 | Here is an isolated molecule of C3H6N2S3 from OMol25. Energies are from ωB97M-V with the def2-TZVPD basis set.

Geometry as ORCA input:
```
! wB97M-V def2-TZVPD RIJCOSX def2/J DEFGRID3
* xyz 0 1
S 2.44280 -0.45489 0.04522
S -2.49010 -1.56955 -1.82278
S -0.41159 1.22995 -2.36786
N -1.30098 -0.94186 -0.88999
N 0.92802 0.10157 0.13473
C -0.00561 -0.50245 1.14143
C -0.27604 -0.31632 -1.48852
C -1.20301 -1.10412 0.38830
H 2.94980 0.72484 -0.31859
H -0.29178 0.35475 1.78765
H 0.55480 -1.41495 1.45375
H -1.24261 1.91093 -1.64206
H 0.19153 -1.11204 -2.18952
H -1.94768 -1.62252 0.95564
*
```

=====

Here is how they stack up, most stable first: 1, 2.

=====

1 | Here is an isolated molecule of C3H6N2S3 from OMol25. Energies are from ωB97M-V with the def2-TZVPD basis set.

Geometry as ORCA input:
```
! wB97M-V def2-TZVPD RIJCOSX def2/J DEFGRID3
* xyz 0 1
S -3.77975 -0.89858 0.02687
S 0.61137 1.57995 -0.14334
S 1.45642 -1.35215 -0.50439
N -0.94087 -0.62054 -0.15549
N -2.34528 1.25960 -0.27911
C 0.26754 -0.01882 -0.16923
C -2.34943 -0.06251 -0.22958
C 3.04219 -0.44287 0.32065
H 2.59917 -0.25193 1.51680
H 3.66876 -1.27278 0.59849
H -1.45179 1.60908 -0.56246
H 3.51801 0.36768 -0.40750
H -3.27584 1.69131 -0.28163
H -1.02052 -1.58744 0.26992
*
```

As for the SMILES: CSC(=S)NC(N)=S.

=====

2 | Here is an isolated molecule of C3H6N2S3 from OMol25. Energies are from ωB97M-V with the def2-TZVPD basis set.

Geometry as ORCA input:
```
! wB97M-V def2-TZVPD RIJCOSX def2/J DEFGRID3
* xyz 0 1
S 2.64991 1.94175 0.21852
S -3.54557 -2.66047 -0.49706
S -1.05619 -1.68571 0.77991
N 1.32822 1.20223 1.00373
N -0.55412 -0.07323 0.95119
C -2.56702 -1.45449 -0.05431
C 0.82400 0.02281 -1.13223
C 0.60337 0.41454 0.29105
H 1.80631 -0.50933 -1.23062
H 0.01572 -0.63075 -1.55198
H -0.60360 0.24072 1.93640
H -2.80075 -0.38757 -0.25485
H 3.00695 2.64517 1.28055
H 0.89277 0.93433 -1.74029
*
```

As for the SMILES: C/C(=N\S)NSC=S.

=====

Here is how they stack up, most stable first: 2, 1.

=====

1 | Here is an isolated molecule of C2H8N2S2 from OMol25. Energies are from ωB97M-V with the def2-TZVPD basis set.

Geometry as ORCA input:
```
! wB97M-V def2-TZVPD RIJCOSX def2/J DEFGRID3
* xyz 0 1
S 0.86429 -1.45350 -1.46718
S -1.31205 -1.93603 0.69252
N 0.01127 1.68779 -0.73556
N -0.30743 0.76908 0.18285
C 0.68497 0.65421 1.20225
C -0.52164 -0.87572 -0.55663
H -1.23637 -0.57982 -1.25718
H 0.25124 1.38890 1.89092
H 0.71594 -0.31104 1.64365
H 1.37858 -2.19213 -0.60729
H 0.97065 1.44553 -1.10807
H -2.41782 -1.25043 0.74104
H 1.70184 0.92420 0.78128
H -0.78346 1.72895 -1.40259
*
```

As for the SMILES: CN(N)C(S)S.

=====

2 | Here is an isolated molecule of C2H8N2S2 from OMol25. Energies are from ωB97M-V with the def2-TZVPD basis set.

Geometry as ORCA input:
```
! wB97M-V def2-TZVPD RIJCOSX def2/J DEFGRID3
* xyz 0 1
S -1.51481 1.67200 0.86801
S -1.38819 -1.35440 0.95759
N 0.22627 0.28478 -0.69301
N 0.41323 -0.77966 -1.58034
C 1.33308 0.24506 0.29051
C -1.19994 0.22160 -0.12450
H 1.24134 1.10462 0.96591
H -1.92505 0.00185 -0.79204
H -1.34874 -0.74142 2.08692
H -0.53221 2.32682 0.37288
H 1.28647 -0.74742 -1.99415
H 1.00782 -0.52673 0.96856
H 0.21332 -1.75845 -1.10972
H 2.18740 0.05136 -0.21661
*
```

As for the SMILES: CN(N)C(S)S.

=====

Here is how they stack up, most stable first: 2, 1.

=====

1 | Here is a cluster of 7 separate species, C28H70O14 in total from OMol25. Energies are from ωB97M-V with the def2-TZVPD basis set.

Geometry as ORCA input:
```
! wB97M-V def2-TZVPD RIJCOSX def2/J DEFGRID3
* xyz 0 1
O 1.28815 1.41263 0.20543
O -1.58364 6.22839 0.07044
O -0.27482 -4.01011 4.85255
O 2.56625 1.86195 -4.79226
O -4.85621 1.00663 -0.50113
O -2.55546 0.22349 -2.17565
O 5.09172 -3.37956 0.59504
O 2.25119 -3.05069 3.63443
O -2.85508 5.32917 2.46573
O -6.72151 -3.13868 2.17430
O 0.92656 -1.47646 0.57201
O -3.16568 -3.06799 1.25119
O 6.15933 -1.30399 -1.07265
O 3.95735 3.87843 -6.25946
C -3.13461 1.51760 -2.10129
C -4.34351 -2.43014 1.70873
C 0.93243 2.69496 0.71746
C 1.03490 -4.46037 5.09082
C 5.05919 -2.11834 -1.42717
C -3.85887 5.18837 3.40356
C 5.13687 -3.46544 -0.78809
C 2.09107 1.32788 -3.57542
C 4.20120 4.46937 -7.50924
C -2.31856 5.07711 0.13825
C 1.46276 -2.72623 0.23520
C -5.46730 -3.44955 1.47166
C -7.36113 -4.28855 2.64817
C -3.36334 5.09482 1.21611
C 2.06444 -3.35162 4.99174
C -3.70742 1.75330 -0.70072
C 5.99785 -0.05301 -1.65145
C 4.67798 -4.58759 1.14461
C -5.44528 1.62419 0.65093
C -0.59246 6.45522 1.05283
C 4.36914 2.52412 -6.19044
C -2.27047 -0.23808 -3.49455
C 3.09564 -1.98285 3.38525
C -2.04365 -2.25861 1.06348
C 0.62657 -0.70076 -0.58535
C 0.18489 0.68048 -0.12334
C 3.97466 1.99704 -4.86264
C -0.76430 -4.50072 3.63673
H -2.92038 4.91327 -0.75724
H -1.84850 -1.71006 2.01788
H -0.34177 1.17082 -0.94509
H 6.73394 0.63386 -1.27197
H 5.08536 0.45232 -1.28443
H 2.92960 -3.73175 5.47030
H -5.71210 2.69163 0.42480
H -4.57137 -1.55148 1.20306
H -4.15412 4.12277 3.51046
H -3.84440 4.08698 1.26822
H 2.45381 1.94720 -2.75885
H -0.19618 -1.17615 -1.16817
H 4.31093 2.73800 -4.10660
H 4.49954 1.01264 -4.66035
H 4.09255 -2.05914 3.83017
H 4.93943 -2.20081 -2.51172
H -3.45385 5.45272 4.38370
H -0.13701 5.51146 1.29550
H -3.98590 2.83855 -0.68510
H 3.66275 -4.78016 0.89222
H 5.22041 4.32681 -7.79918
H 1.59385 -3.34697 1.10388
H -2.29553 2.21527 -2.28476
H 2.37784 0.25194 -3.40266
H 1.47280 -0.55653 -1.25874
H 3.89347 2.00670 -7.02801
H 5.44073 2.46488 -6.29279
H -4.79032 1.57786 1.53167
H -5.51639 -3.62185 0.38985
H 2.45877 -2.65582 -0.20677
H 0.15717 7.13327 0.65125
H 0.77694 -3.16072 -0.45873
H 4.25220 -4.04175 -1.06520
H 3.84710 5.52744 -7.48570
H -0.82994 -5.59165 3.71309
H 0.65313 3.30927 -0.13437
H -2.05779 -1.53883 0.19672
H -1.69739 4.15918 0.31922
H -1.14093 -2.88177 0.84621
H 4.14582 -1.57934 -1.08803
H 3.59410 3.97024 -8.26408
H -1.49312 0.39546 -3.95165
H -2.91473 1.63611 0.04426
H 1.06406 -4.84888 6.12655
H -7.66805 -4.91746 1.80700
H 4.76704 -4.55185 2.20383
H 6.02802 -4.01664 -1.14740
H -5.12525 -4.44452 1.83021
H -3.90975 1.67057 -2.87759
H 1.64662 -2.50657 5.54340
H -4.18868 5.78388 1.03579
H 2.59324 -1.07444 3.80123
H 6.00533 -0.11726 -2.70592
H -3.20005 -0.27117 -4.05429
H -8.31919 -4.03887 3.12824
H 1.27205 -5.28679 4.40553
H 3.15916 -1.73798 2.33932
H -1.84122 -4.24533 3.56581
H 5.33423 -5.38925 0.78582
H 1.00579 1.41018 -3.50393
H -6.72520 -4.79726 3.36831
H 1.76995 3.09844 1.30314
H -6.40932 1.09626 0.82292
H -4.18389 -2.08993 2.73881
H -0.57270 0.56873 0.69139
H -1.85745 -1.25108 -3.46961
H -4.72315 5.84667 3.21955
H -1.01119 6.82539 1.98785
H 0.08477 2.68594 1.44437
H -0.15263 -4.06842 2.82161
*
```

As for the SMILES: COCCOC.COCCOC.COCCOC.COCCOC.COCCOC.COCCOC.COCCOC.

=====

2 | Here is a cluster of 7 separate species, C28H70O14 in total from OMol25. Energies are from ωB97M-V with the def2-TZVPD basis set.

Geometry as ORCA input:
```
! wB97M-V def2-TZVPD RIJCOSX def2/J DEFGRID3
* xyz 0 1
O 8.14378 -8.45439 -12.61653
O 18.29447 -13.89169 -16.98951
O 11.38389 -9.32343 -11.39312
O 14.16826 -12.54764 -14.25138
O 8.51784 -7.50683 -19.22613
O 12.70108 -12.46637 -11.20790
O 11.78723 -11.67336 -8.72378
O 12.18286 -9.60730 -15.62792
O 16.56645 -16.54685 -16.85749
O 15.07086 -10.94562 -18.50825
O 15.88672 -10.11276 -11.69437
O 14.38035 -7.59762 -12.75676
O 14.76074 -8.20074 -20.01715
O 8.29547 -7.26348 -16.13792
C 9.49225 -7.86669 -16.86290
C 14.75862 -10.44933 -10.90445
C 13.13770 -6.85362 -12.95313
C 10.87025 -9.07705 -15.25695
C 7.19620 -7.12965 -18.69176
C 8.12933 -7.84867 -14.86782
C 17.14748 -13.52879 -16.29193
C 15.97203 -11.26516 -17.44968
C 11.15577 -11.35587 -7.50570
C 10.46159 -9.04922 -12.38626
C 15.92535 -8.92391 -19.74804
C 13.92923 -12.90773 -11.69394
C 11.19873 -12.71398 -9.40578
C 16.40969 -17.93155 -16.52027
C 15.66750 -9.75436 -13.07155
C 13.62951 -8.37979 -19.17288
C 9.56344 -7.16008 -18.26531
C 8.97975 -9.25923 -11.89470
C 15.84661 -10.50059 -19.69265
C 12.25468 -13.43432 -10.20610
C 12.37987 -10.86679 -14.93878
C 13.76942 -11.44806 -15.15156
C 18.03691 -14.86538 -18.01582
C 15.47849 -13.19696 -14.32544
C 6.87881 -8.03219 -12.03447
C 14.35028 -8.89510 -13.30324
C 17.83135 -16.30911 -17.52259
C 12.10391 -10.59448 -11.61558
H 14.75261 -12.32042 -11.28748
H 6.52269 -7.33297 -19.52432
H 10.84933 -8.42982 -14.38016
H 15.89714 -13.36195 -15.31822
H 17.13729 -18.09661 -15.72563
H 10.33689 -7.69213 -16.19640
H 11.65400 -11.62192 -15.24041
H 9.26529 -8.93188 -16.90703
H 17.10967 -12.44037 -16.33683
H 16.87911 -10.81128 -19.53294
H 16.45138 -18.51303 -17.44127
H 12.80735 -7.78134 -19.56532
H 10.50991 -9.61150 -13.31879
H 14.05686 -12.60458 -12.73313
H 12.25019 -10.80358 -13.85837
H 10.90757 -13.55430 -8.77555
H 14.09501 -13.98483 -11.71576
H 6.77168 -7.63171 -17.82238
H 17.23525 -14.54995 -18.68361
H 14.47897 -10.65015 -14.93253
H 16.59480 -10.43311 -17.12112
H 11.33611 -12.18167 -6.81750
H 16.17357 -13.80248 -16.69775
H 15.41296 -14.05428 -13.65551
H 13.90801 -11.69750 -16.20354
H 6.03720 -8.72471 -12.04849
H 10.08446 -11.34130 -7.70615
H 10.68547 -8.08406 -12.84061
H 7.49421 -7.19849 -14.26618
H 9.52105 -6.07652 -18.15482
H 12.39234 -10.98597 -10.64005
H 13.53407 -9.50039 -12.90889
H 8.94608 -9.15948 -10.80979
H 16.98446 -13.97068 -15.30895
H 15.83610 -10.64341 -13.67923
H 15.48078 -11.09983 -20.52643
H 13.20435 -9.37462 -19.30582
H 7.55968 -8.75243 -15.08418
H 6.64604 -7.13360 -12.60583
H 16.47573 -9.14696 -13.47890
H 10.49887 -7.35170 -18.79099
H 12.41266 -7.42561 -12.37412
H 16.22650 -8.69153 -18.72657
H 16.75580 -8.69986 -20.41754
H 11.47790 -11.39836 -12.00287
H 13.04297 -13.66211 -9.48860
H 12.93500 -10.44597 -12.30502
H 15.41308 -18.23439 -16.19909
H 11.51493 -10.39660 -7.13298
H 7.00685 -7.87142 -10.96402
H 13.96345 -8.08538 -18.17794
H 9.01957 -8.05471 -14.27357
H 8.79357 -10.31725 -12.07918
H 12.82773 -6.80148 -13.99682
H 11.84391 -14.30990 -10.70883
H 13.23340 -5.89613 -12.44113
H 7.32393 -6.05202 -18.58932
H 14.29604 -8.86355 -14.39143
H 18.98778 -14.67366 -18.51301
H 16.65284 -11.99867 -17.88160
H 18.61212 -16.60017 -16.81990
H 10.29351 -12.40890 -9.93076
H 16.07960 -12.44592 -13.81290
H 10.56611 -8.58622 -16.18144
H 17.97837 -16.89103 -18.43245
H 15.08850 -10.94326 -9.99050
H 14.13853 -11.19526 -11.40162
H 15.34708 -11.73629 -16.69101
H 14.16310 -9.58731 -10.60385
H 10.14781 -9.87226 -15.07303
*
```

As for the SMILES: COCCOC.COCCOC.COCCOC.COCCOC.COCCOC.COCCOC.COCCOC.

=====

Here is how they stack up, most stable first: 1, 2.

=====

1 | Here is a cluster of 2 separate species, C5H13N3O2 in total from OMol25. Energies are from ωB97M-V with the def2-TZVPD basis set.

Geometry as ORCA input:
```
! wB97M-V def2-TZVPD RIJCOSX def2/J DEFGRID3
* xyz 0 1
O 1.06762 -2.43951 1.23196
O 0.79067 -4.26235 -0.03499
N 1.65884 1.94195 0.11917
N -0.64802 1.84708 0.16636
N 0.44524 1.78023 2.16497
C -0.96234 -2.61358 0.05934
C 0.36419 -3.21680 0.37082
C 0.58078 1.84540 0.78759
C -0.65296 1.91850 -1.29514
C -0.27657 0.61520 -1.98873
H -1.64195 2.26939 -1.59316
H 1.20535 1.97047 2.79377
H 0.78969 0.59438 -2.18928
H 0.03146 2.72869 -1.50961
H 1.85112 -2.94842 1.48346
H -1.14231 -2.62058 -1.01641
H -1.10892 -1.61991 0.43700
H -0.50713 -0.19675 -1.30444
H -1.72500 -3.31521 0.36946
H -1.32609 1.20834 0.55189
H 2.46481 1.95904 0.73519
H -0.42333 2.09145 2.56619
H -0.83515 0.46296 -2.90540
*
```

As for the SMILES: [H]/N=C(\N)NCC.CC(=O)O.

=====

2 | Here is a cluster of 2 separate species, C5H13N3O2 in total from OMol25. Energies are from ωB97M-V with the def2-TZVPD basis set.

Geometry as ORCA input:
```
! wB97M-V def2-TZVPD RIJCOSX def2/J DEFGRID3
* xyz 0 1
O 2.22557 0.67759 3.31531
O 3.57431 0.12809 1.57569
N -0.05475 0.24584 -1.72462
N 0.69956 -1.88130 -1.61555
N -1.13179 -1.32736 -0.25685
C 1.59618 1.37110 1.08939
C 2.41953 0.63540 2.14622
C -0.30273 -1.01606 -1.16163
C -1.92854 -0.27021 0.31805
C -3.13967 0.13529 -0.62682
H 3.72084 -0.76788 1.87605
H -2.66926 0.51417 -1.53899
H -1.31323 0.58580 0.60115
H -0.54639 1.04086 -1.34870
H -3.78418 -0.69907 -0.86652
H 0.82592 -1.95188 -2.61643
H 0.90212 0.56464 -1.79801
H 1.69565 0.82601 0.16138
H 0.65700 1.42504 1.64596
H -2.42269 -0.70768 1.18737
H 2.04341 2.35985 0.97391
H 0.58378 -2.81238 -1.24621
H -3.65065 0.92414 -0.09014
*
```

As for the SMILES: CCN=C(N)N.CC(=O)O.

=====

Here is how they stack up, most stable first: 1, 2.